ORCA calculation (ωB97M-V with the def2-TZVPD basis set) on a cluster of 2 separate species, C8H15N3O2 in total at a distorted geometry.

**Relative energy (zero: lowest compared OMol25 entry of this formula, charge and spin)**: 619.1 kJ/mol
**LUMO energy (spin up / spin down)**: -9.04 / -8.95 eV
**Energy**: -627.6026 hartree
**Highest occupied orbital energy (spin up / spin down)**: -0.6092 / -0.6088 Eh
**Charge**: +2

Each line ends with the Mulliken charge.
Positions of all 28 atoms, in Å:
C -0.840 -0.042 0.267  0.1465
C 1.739 0.489 0.075  0.1636
C -0.993 -2.303 -0.902  -0.3570
C -2.341 -1.973 -0.468  -0.2879
C 3.932 -0.749 -0.003  -0.3333
C 4.020 0.168 1.173  -0.2519
C -3.629 2.035 0.872  -0.7895
C -1.632 1.094 0.694  -0.4210
N 2.109 1.376 -0.672  -0.1354
N -1.245 -1.145 -0.097  0.0799
N 2.626 -0.322 0.714  -0.0718
O 1.373 2.249 -1.286  -0.2850
O -2.992 0.894 0.435  -0.3085
H -0.649 -3.225 -0.407  0.2568
H -0.482 -2.077 -1.820  0.3129
H -3.133 -1.431 -0.962  0.2642
H -2.791 -2.716 0.261  0.2543
H 3.963 -0.301 -1.020  0.2706
H 4.275 -1.748 0.063  0.3225
H 4.158 -0.309 2.100  0.3026
H 4.153 1.276 1.000  0.2842
H -3.315 2.160 1.878  0.3659
H -4.709 1.743 0.885  0.2602
H -3.333 2.894 0.345  0.3566
H -1.553 1.115 1.782  0.3895
H -1.308 2.128 0.468  0.4614
H 1.943 2.738 -1.889  0.3896
H 2.332 -1.022 1.402  0.3601